A 11-piece molecular cluster, C55H89N2O29P2 overall, computed with the ωB97M-V functional and the def2-TZVPD basis.

Last column: Mulliken charge in e.
Element x y z (Å)
C: -1.4937 -0.7949 -3.7012  -0.135
C: -1.2937 -0.1779 -5.0943  -0.479
O: -1.2526 1.2250 -4.9273  -0.358
C: -1.9292 1.9497 -5.9405  -0.875
C: -3.4440 1.7914 -5.9426  -0.631
P: -4.3952 2.8772 -4.6731  1.327
C: -5.5068 3.5744 -6.1219  -1.283
O: -6.6331 4.3707 -5.6623  -0.300
C: -7.8407 3.9511 -6.0723  0.833
C: -8.8353 3.7907 -4.9550  -0.918
O: -8.1160 3.7135 -7.2245  -0.634
P: -5.8673 1.2866 -4.0518  -0.598
O: -6.7919 0.8471 -5.3774  -0.471
O: -4.9851 -0.0964 -3.7117  0.029
O: -5.1569 4.0823 -3.5687  -0.509
C: -4.7386 3.8198 -2.3002  -0.846
O: -4.9949 4.8742 -1.3231  -0.391
C: -6.1900 5.3563 -1.4553  0.739
N: -7.2196 5.8726 -1.4001  -0.706
C: -3.3310 3.2217 -2.3082  1.641
C: -2.9966 2.5160 -0.9702  -0.986
C: -1.5506 2.6991 -0.5447  0.237
C: -0.5746 1.6184 -0.9422  -0.069
N: -1.1280 3.7086 0.0987  -0.370
O: -2.2434 4.0222 -2.7427  -0.094
C: -2.4133 5.4242 -2.6241  0.302
C: -1.1086 6.0756 -3.1270  -1.492
O: -3.4812 2.2502 -3.3061  0.134
H: -0.5301 -0.8496 -3.1896  0.366
H: -1.9639 -1.7757 -3.7391  0.165
H: -2.0981 -0.1058 -3.1101  -0.415
H: -2.0871 -0.5072 -5.7591  0.346
H: -0.3539 -0.5521 -5.5191  0.376
H: -1.6662 3.0006 -5.7914  0.323
H: -1.5042 1.6656 -6.9179  0.357
H: -3.7302 0.7362 -5.8495  0.075
H: -3.7901 2.0958 -6.9375  0.579
H: -3.4580 3.9193 -4.9817  -0.256
H: -5.8912 2.7791 -6.7585  0.473
H: -4.8530 4.2384 -6.6920  0.386
H: -9.7939 3.5087 -5.3856  0.339
H: -8.9516 4.7242 -4.4010  0.321
H: -8.5147 3.0252 -4.2476  0.173
H: -6.2641 0.3893 -6.0471  0.296
H: -4.7110 -0.5614 -4.5142  0.109
H: -5.3489 2.9652 -1.9516  0.399
H: -3.6272 2.8901 -0.1599  0.528
H: -3.1847 1.4557 -1.1380  -0.151
H: -0.1155 1.8941 -1.8943  0.251
H: 0.2024 1.5833 -0.1744  0.471
H: -1.0620 0.6503 -1.0166  -0.728
H: -1.8947 4.3674 0.2747  0.092
H: -2.5458 5.7132 -1.5765  0.146
H: -3.2371 5.7874 -3.2414  0.209
H: -1.2786 6.4835 -4.1266  0.408
H: -0.7633 6.8675 -2.4653  0.301
H: -0.3483 5.3048 -3.2525  0.231
O: -1.0722 -1.3149 -0.2990  -0.835
C: -0.1894 -1.5283 0.4777  0.591
O: 0.8828 -2.3020 0.1819  -0.358
C: 1.7131 -2.4558 1.3498  0.785
C: 1.3789 -1.2690 2.2426  -0.598
C: -0.0918 -1.0360 1.9076  -0.337
H: 1.4672 -3.4042 1.8221  -0.703
H: 2.7586 -2.4670 1.0438  0.297
H: 1.5713 -1.4619 3.2965  0.332
H: 1.9671 -0.3989 1.9448  0.263
H: -0.7568 -1.6426 2.5255  0.343
H: -0.3816 0.0099 1.9693  0.269
O: 1.0744 -4.6889 4.3885  -0.628
C: 0.3897 -5.3189 3.6327  0.516
O: 0.5899 -5.3052 2.2964  -0.393
C: -0.4439 -6.0631 1.6302  -0.599
C: -0.9823 -7.0094 2.6903  -0.464
C: -0.8056 -6.1885 3.9667  -0.526
H: -1.2032 -5.3665 1.2664  0.394
H: -0.0045 -6.5845 0.7882  0.345
H: -2.0062 -7.3243 2.4985  0.389
H: -0.3546 -7.8997 2.7370  0.217
H: -1.6616 -5.5408 4.1639  0.295
H: -0.5963 -6.7999 4.8401  0.311
O: -2.2070 5.8431 1.5341  -0.628
C: -2.1664 5.6498 2.7120  0.416
O: -3.0203 4.8170 3.3579  -0.333
C: -2.7827 4.8743 4.7771  -0.605
C: -1.3544 5.3800 4.9149  0.038
C: -1.2136 6.2814 3.7005  0.168
H: -3.5117 5.5570 5.2213  0.292
H: -2.9284 3.8830 5.2002  0.331
H: -1.1610 5.8796 5.8596  -0.038
H: -0.6616 4.5407 4.8299  0.266
H: -1.5407 7.3018 3.9055  0.320
H: -0.2022 6.2859 3.3057  -0.299
O: 1.8852 -7.8036 1.2264  -0.616
C: 2.9568 -7.2679 1.2720  0.484
O: 3.8780 -7.5677 2.2157  -0.392
C: 5.0068 -6.6774 2.0976  -0.369
C: 4.9686 -6.1671 0.6673  0.343
C: 3.4708 -6.1604 0.3782  0.087
H: 4.8875 -5.8739 2.8278  0.291
H: 5.9154 -7.2297 2.3297  0.226
H: 5.4473 -5.2040 0.5415  -0.333
H: 5.4664 -6.8801 0.0059  0.277
H: 2.9981 -5.2255 0.6865  -0.331
H: 3.2348 -6.3656 -0.6621  0.458
O: -6.5623 -3.3586 1.8765  -0.642
C: -6.4193 -2.8176 0.8142  0.401
O: -5.3793 -2.0083 0.5409  -0.322
C: -5.5311 -1.4263 -0.7767  0.168
C: -6.4651 -2.3655 -1.5190  -0.357
C: -7.3451 -2.8911 -0.3868  -0.399
H: -5.9524 -0.4258 -0.6671  0.073
H: -4.5558 -1.3453 -1.2476  -0.018
H: -7.0076 -1.8722 -2.3219  0.225
H: -5.8940 -3.1888 -1.9532  0.261
H: -8.2041 -2.2446 -0.1997  0.259
H: -7.6803 -3.9126 -0.5472  0.313
O: 6.1993 -3.2635 -0.7108  -0.600
C: 6.9419 -3.0534 0.2041  0.502
O: 7.1116 -3.9401 1.2171  -0.312
C: 7.9800 -3.3755 2.2265  -0.006
C: 8.7769 -2.3007 1.5075  -0.452
C: 7.7818 -1.8182 0.4529  -0.501
H: 7.3565 -2.9645 3.0250  0.293
H: 8.6107 -4.1571 2.6321  -0.198
H: 9.1349 -1.5191 2.1743  0.408
H: 9.6423 -2.7513 1.0216  0.212
H: 7.1296 -1.0283 0.8291  0.236
H: 8.2599 -1.4933 -0.4667  0.337
O: 0.9398 7.7021 6.0400  -0.553
C: 0.9784 7.4953 7.2163  0.567
O: 0.1064 6.6686 7.8448  -0.336
C: 0.3254 6.6986 9.2650  -0.488
C: 1.7598 7.1808 9.4370  -0.468
C: 1.9275 8.1028 8.2312  -0.512
H: -0.3992 7.3837 9.7106  0.266
H: 0.1596 5.7020 9.6667  0.327
H: 1.9362 7.6625 10.3966  0.319
H: 2.4461 6.3372 9.3522  0.274
H: 1.6002 9.1219 8.4424  0.259
H: 2.9421 8.1142 7.8437  0.297
O: 10.5479 -4.7854 2.3507  -0.622
C: 10.5134 -5.9168 2.7432  0.631
O: 9.8069 -6.2791 3.8369  -0.370
C: 10.0264 -7.6703 4.1333  -0.466
C: 10.4888 -8.2875 2.8201  -0.474
C: 11.2297 -7.1213 2.1683  -0.483
H: 10.7855 -7.7384 4.9153  0.282
H: 9.0999 -8.1007 4.5047  0.322
H: 11.0938 -9.1812 2.9574  0.330
H: 9.6231 -8.5569 2.2135  0.253
H: 12.2772 -7.0758 2.4703  0.272
H: 11.1586 -7.1261 1.0844  0.297
O: 3.5209 2.9786 1.9595  -0.617
C: 3.3660 4.1638 1.9835  0.487
O: 3.5615 4.8956 3.1129  -0.386
C: 3.2173 6.2713 2.8821  -0.023
C: 3.3138 6.4566 1.3722  -0.570
C: 2.9206 5.0706 0.8540  -0.090
H: 2.2071 6.4459 3.2584  -0.090
H: 3.9094 6.9078 3.4294  0.307
H: 2.6904 7.2668 0.9993  0.354
H: 4.3477 6.6701 1.0937  0.296
H: 1.8403 4.9595 0.7258  0.041
H: 3.4288 4.8084 -0.0692  0.280
O: -1.4582 -2.3354 -7.0638  -0.555
C: -1.5664 -3.4271 -6.5935  0.468
O: -2.2656 -3.6732 -5.4587  -0.213
C: -2.1297 -5.0484 -5.0742  -0.443
C: -1.7507 -5.7846 -6.3537  -0.522
C: -0.9532 -4.7197 -7.1028  -0.526
H: -1.3539 -5.1165 -4.3082  0.273
H: -3.0715 -5.3890 -4.6505  0.317
H: -1.2036 -6.7076 -6.1704  0.324
H: -2.6516 -6.0332 -6.9172  0.262
H: 0.1032 -4.7300 -6.8300  0.274
H: -1.0564 -4.7908 -8.1817  0.321

Computed properties:
Calculated total energy (hartree): -5123.4468
HOMO (eV): -3.900
HOMO-LUMO gap (eV): 5.13
Spin multiplicity: 1
Total charge: -1

***

C55H92BrClF3N2O16S as an isolated structure, computed with the ωB97M-V functional and the def2-TZVPD basis.

Last column: Mulliken charge in e.
Element x y z (Å)
C: -3.6855 3.5452 -2.3485  -1.507
C: -3.2443 2.6498 -1.2145  0.593
S: -1.5118 3.0337 -0.8460  -0.310
C: -0.8483 1.8475 0.3736  -0.336
C: 0.0959 0.7953 -0.2728  -0.502
Br: 0.8672 1.6393 -1.9158  0.213
C: 1.3569 0.4224 0.5170  -0.108
C: 2.0043 1.5114 1.3619  -1.983
C: 1.4871 1.5511 2.7710  -0.442
N: 0.3405 1.0693 3.0434  0.145
N: 1.1204 -0.8359 1.2944  1.573
C: 1.1478 -2.0092 0.3782  -0.443
C: 0.7510 -3.3164 1.0602  -1.979
C: 0.8083 -3.3651 2.6081  -0.536
C: -0.5864 -3.5079 3.2171  -0.980
C: -0.7244 -2.9551 4.6157  -1.909
C: -0.6701 -1.4130 4.7262  2.668
C: -1.9277 -0.8249 5.3350  -1.560
C: -1.7083 0.5752 5.8935  0.339
C: -1.0724 0.5588 7.2876  -1.347
C: 0.3993 1.0231 7.3263  0.087
C: 1.3314 -0.0876 7.8093  -0.623
C: 2.8014 0.2719 7.6859  -1.016
O: 3.1451 0.8924 6.4536  -0.354
C: 3.2961 -0.0420 5.4156  -0.253
C: 0.3033 -1.7425 -0.8864  0.177
C: 1.1944 -1.7518 -2.1267  -2.149
O: 0.5029 -1.2872 -3.2809  -0.261
C: 1.2971 -1.1087 -4.3762  0.902
F: 0.5289 -0.6605 -5.4051  -0.242
F: 1.9118 -2.2622 -4.7519  -0.286
F: 2.2755 -0.1923 -4.1734  -0.266
C: -0.6303 -0.5088 -0.7114  -0.097
C: -1.7169 -0.9066 0.3324  -0.830
C: -3.1801 -0.6520 -0.0086  -2.140
C: -3.7024 -1.3152 -1.2902  -0.501
Cl: -5.2507 -2.0937 -0.8335  -0.256
H: -4.6831 3.2402 -2.6366  0.452
H: -3.7070 4.5868 -2.0627  0.372
H: -3.0654 3.3891 -3.2193  0.357
H: -3.2897 1.6376 -1.5826  -0.260
H: -3.8902 2.7722 -0.3549  0.294
H: -1.7155 1.4208 0.8530  0.135
H: -0.3551 2.4772 1.0884  0.640
H: 2.0899 0.1414 -0.2207  0.464
H: 1.7679 2.4571 0.8837  0.506
H: 3.0862 1.4456 1.3683  0.480
H: 2.1083 1.9952 3.5406  1.114
H: 0.1255 1.1944 4.0333  -0.608
H: 1.8878 -0.9277 1.9573  0.589
H: 0.2610 -0.7826 1.8520  -1.536
H: 2.1725 -2.1177 0.0464  1.036
H: 1.4321 -4.0691 0.6853  0.429
H: -0.2329 -3.6409 0.7611  0.744
H: 1.3405 -4.2695 2.8571  0.615
H: 1.3711 -2.5527 3.0649  0.232
H: -1.3719 -3.1069 2.5811  0.426
H: -0.7830 -4.5697 3.2887  0.596
H: -1.7168 -3.2387 4.9483  0.530
H: -0.0290 -3.4269 5.2964  0.386
H: -0.5566 -0.9912 3.7254  -0.201
H: 0.1996 -1.1671 5.3212  -1.265
H: -2.6875 -0.7826 4.5587  0.300
H: -2.3189 -1.4812 6.1040  0.584
H: -2.6720 1.0652 5.9401  0.615
H: -1.1284 1.1318 5.1674  -0.404
H: -1.6469 1.1999 7.9394  0.417
H: -1.0891 -0.4612 7.6499  0.594
H: 0.7093 1.2799 6.3187  -0.159
H: 0.5405 1.9171 7.9175  0.776
H: 1.0888 -0.2664 8.8500  0.503
H: 1.1147 -0.9666 7.2144  0.097
H: 3.3977 -0.6355 7.7829  0.424
H: 3.0742 0.9620 8.4745  0.424
H: 3.6856 0.4784 4.5517  0.237
H: 2.3290 -0.4821 5.1711  -0.167
H: 3.9750 -0.8439 5.6986  0.478
H: -0.3822 -2.5675 -0.9851  1.477
H: 2.0790 -1.1472 -1.9582  0.425
H: 1.5456 -2.7671 -2.3014  0.635
H: -1.0741 -0.3133 -1.6750  2.007
H: -1.5182 -0.3358 1.2374  -0.347
H: -1.6439 -1.9445 0.6323  0.280
H: -3.7529 -1.0915 0.7947  1.143
H: -3.3695 0.4112 0.0454  -0.044
H: -3.9573 -0.5737 -2.0312  0.411
H: -3.0307 -2.0646 -1.6769  0.333
O: -0.5378 3.5441 5.4899  -0.523
C: -0.3791 4.6122 4.9742  0.314
O: -0.5426 4.8182 3.6452  -0.251
C: -0.1848 6.1748 3.3035  -0.427
C: -0.3132 6.9584 4.6020  -0.582
C: 0.0522 5.9023 5.6451  -0.377
H: 0.8373 6.1739 2.9181  0.274
H: -0.8528 6.5279 2.5231  0.317
H: 0.3124 7.8475 4.6280  0.342
H: -1.3479 7.2711 4.7440  0.270
H: 1.1270 5.8555 5.8263  0.264
H: -0.4750 6.0378 6.5844  0.336
O: -6.9643 0.8892 4.7856  -0.585
C: -7.1323 0.7437 3.6124  0.401
O: -6.1196 0.4403 2.7591  -0.275
C: -6.5977 0.4295 1.4017  0.675
C: -8.0995 0.2017 1.5062  -0.598
C: -8.4291 0.8864 2.8337  -0.421
H: -6.3561 1.3935 0.9441  0.093
H: -6.0862 -0.3596 0.8566  -0.506
H: -8.6524 0.5891 0.6532  0.381
H: -8.3054 -0.8666 1.5826  0.283
H: -8.6402 1.9489 2.7069  0.248
H: -9.2467 0.4079 3.3638  0.315
O: 0.7605 -5.8349 4.7759  -0.571
C: 0.2257 -6.9068 4.8574  0.569
O: -0.5217 -7.2604 5.9181  -0.359
C: -0.9488 -8.6324 5.7965  -0.479
C: -0.8723 -8.9396 4.3067  -0.523
C: 0.2925 -8.0534 3.8649  -0.373
H: -0.2739 -9.2545 6.3863  0.286
H: -1.9536 -8.7254 6.1987  0.326
H: -0.7355 -9.9972 4.0940  0.325
H: -1.7893 -8.6138 3.8143  0.270
H: 1.2560 -8.5522 3.9777  0.302
H: 0.1820 -7.6880 2.8475  0.239
O: -5.6555 -4.6019 -3.2029  -0.556
C: -4.7728 -4.5925 -4.0035  0.429
O: -3.6064 -3.9111 -3.8168  -0.212
C: -2.7826 -4.0276 -4.9942  -0.300
C: -3.2666 -5.2770 -5.7124  -0.545
C: -4.7497 -5.2867 -5.3525  -0.489
H: -2.9132 -3.1255 -5.5959  0.228
H: -1.7454 -4.0968 -4.6844  0.219
H: -3.0620 -5.2641 -6.7787  0.355
H: -2.7810 -6.1580 -5.2883  0.280
H: -5.3483 -4.7029 -6.0528  0.262
H: -5.1535 -6.2908 -5.2689  0.319
O: -0.4283 -2.6231 -9.2747  -0.582
C: 0.5806 -1.9795 -9.3135  0.572
O: 0.8958 -1.1786 -10.3525  -0.378
C: 2.2076 -0.6141 -10.1698  -0.484
C: 2.4631 -0.6835 -8.6694  -0.372
C: 1.6897 -1.9427 -8.2774  0.045
H: 2.9216 -1.2091 -10.7417  0.254
H: 2.2101 0.4020 -10.5545  0.343
H: 3.5208 -0.7105 -8.4155  0.419
H: 2.0215 0.1861 -8.1788  0.137
H: 2.2947 -2.8446 -8.3816  0.298
H: 1.2805 -1.8852 -7.2795  -0.262
O: 4.1477 6.5962 -4.5062  -0.597
C: 3.7451 5.4746 -4.5944  0.388
O: 2.9665 4.9007 -3.6376  -0.329
C: 2.7294 3.5223 -3.9571  0.538
C: 2.9496 3.4114 -5.4599  -0.635
C: 4.0216 4.4733 -5.7001  -0.353
H: 3.4339 2.9092 -3.3886  0.123
H: 1.7137 3.2591 -3.6595  -0.337
H: 3.2332 2.4100 -5.7792  0.298
H: 2.0354 3.6862 -5.9881  0.332
H: 5.0289 4.0791 -5.5663  0.207
H: 3.9374 4.9407 -6.6754  0.363
O: 7.6276 3.9798 -8.5363  -0.594
C: 7.7483 4.9408 -7.8347  0.455
O: 6.7008 5.5009 -7.1808  -0.289
C: 7.1209 6.6994 -6.4953  -0.263
C: 8.6258 6.5445 -6.3157  -0.546
C: 9.0121 5.7323 -7.5526  -0.395
H: 6.8615 7.5580 -7.1167  0.226
H: 6.5831 6.7740 -5.5539  0.232
H: 9.1450 7.4960 -6.2259  0.349
H: 8.8326 5.9627 -5.4163  0.270
H: 9.2210 6.3676 -8.4139  0.255
H: 9.8491 5.0642 -7.3747  0.294

Computed properties:
Calculated total energy (hartree): -7196.0868
HOMO (eV): -10.631
HOMO-LUMO gap (eV): 8.25
Spin multiplicity: 1
Total charge: +1

***

Q: The highest HOMO belongs to which entry?
A: C55H89N2O29P2

***

Q: Look up the HOMO of the first one.
A: -3.900 eV

***

Q: Which of these has the lowest calculated total energy?
A: C55H92BrClF3N2O16S